This record from the OMol25 dataset describes an isolated molecule of C21H24N2O3S at a distorted geometry. The level of theory is wB97M-V/def2-TZVPD.

Values from the calculation:
Max |F|   0.019 hartree/bohr
Molar mass   384.501 g mol⁻¹
Energy relative to the best compared isomer or geometry (same formula, charge and spin)   12.6 kcal/mol
SMILES string   CCCCN(Cc1cc2ccccc2[nH]c1=O)S(=O)(=O)c1ccc(C)cc1
Gap between HOMO and LUMO   8.4 eV
Highest occupied orbital energy   -8.4 eV

Geometry as ORCA input:
```
! RIJCOSX wB97M-V def2-TZVPD def2/J DEFGRID3
* xyz 0 1
C 3.898 -0.722 -5.537
C 3.276 -1.473 -4.367
C 2.429 -0.551 -3.494
C 1.801 -1.301 -2.319
N 0.909 -0.490 -1.514
C 1.485 0.622 -0.785
C 0.938 0.687 0.614
C 0.590 -0.414 1.313
C 0.013 -0.331 2.616
C -0.393 -1.453 3.347
C -0.966 -1.310 4.589
C -1.145 -0.039 5.134
C -0.754 1.082 4.437
C -0.174 0.948 3.174
N 0.222 2.039 2.453
C 0.769 2.021 1.188
O 1.066 3.066 0.638
S -0.521 -0.065 -2.303
O -0.951 -1.215 -3.043
O -0.384 1.181 -3.005
C -1.601 0.173 -0.901
C -1.880 1.445 -0.446
C -2.643 1.602 0.700
C -3.126 0.495 1.387
C -3.943 0.653 2.631
C -2.851 -0.779 0.894
C -2.089 -0.942 -0.246
H 4.490 -1.395 -6.154
H 4.545 0.076 -5.179
H 3.121 -0.280 -6.156
H 2.649 -2.283 -4.745
H 4.067 -1.922 -3.759
H 1.622 -0.116 -4.087
H 3.048 0.269 -3.121
H 1.189 -2.122 -2.698
H 2.574 -1.712 -1.661
H 2.572 0.505 -0.743
H 1.272 1.573 -1.291
H 0.722 -1.389 0.867
H -0.250 -2.433 2.916
H -1.278 -2.179 5.147
H -1.594 0.066 6.110
H -0.892 2.067 4.857
H 0.090 2.960 2.857
H -1.494 2.293 -0.990
H -2.860 2.595 1.064
H -3.934 1.683 2.977
H -3.558 0.012 3.422
H -4.976 0.364 2.440
H -3.234 -1.642 1.418
H -1.864 -1.917 -0.648
*
```